# C26H70F18N2O29

A 27-piece molecular cluster, C26H70F18N2O29 overall (the ωB97M-V functional and the def2-TZVPD basis, OMol25).

LUMO energy = -0.809 eV
HOMO level = -9.3 eV
relative energy (zero: lowest compared OMol25 entry of this formula, charge and spin) = 0.000 eV
gap between HOMO and LUMO = 8.49 eV
total charge = 0
E = -139365.9960 eV

Each line ends with the Mulliken charge.
Positions of all 145 atoms, in Å:
C 3.363757 1.190818 6.117501  -0.02
C 3.377560 1.793537 5.080520  -1.50
C 3.052289 2.334778 3.686629  0.93
C 3.933635 1.801108 2.611144  0.95
C 5.083386 0.771960 2.862749  -1.25
C 4.781895 -0.667780 2.259537  0.62
C 5.684022 -1.699977 3.069435  -1.34
C 3.698224 2.263848 1.251103  0.03
C 2.606505 3.298123 1.023867  0.21
C 1.737241 3.838849 2.054866  -0.50
C 0.660051 4.876440 1.651253  0.56
F 0.880837 5.440899 0.396209  -0.38
F -0.595927 4.259347 1.515132  -0.23
C 0.566876 6.161557 2.623579  0.60
F -0.469189 6.089067 3.511509  -0.23
F 0.287927 7.285378 1.839810  -0.30
F 1.774523 6.453761 3.207968  -0.25
C 1.953171 3.308284 3.448798  1.16
C 1.089551 3.768341 4.652292  -0.74
C -0.431892 3.280570 4.616593  -1.34
C -0.597848 1.720913 4.794120  0.99
F -1.607231 1.525508 5.762301  -0.35
F 0.535171 1.133954 5.364725  -0.24
C -0.882592 0.893336 3.469973  0.52
F -1.406831 1.623519 2.421581  -0.24
F 0.367522 0.444961 3.023272  -0.26
C -1.754866 -0.417477 3.669920  0.45
F -1.471695 -1.259600 2.599796  -0.29
F -1.222402 -1.060627 4.786188  -0.31
C -3.303645 -0.202347 3.920031  0.61
F -3.573306 -0.723401 5.194127  -0.36
F -3.723704 1.100234 3.946367  -0.26
C -4.274456 -0.989521 2.918280  0.56
F -4.011766 -0.695679 1.578277  -0.27
F -5.544957 -0.464674 3.144136  -0.29
C -4.407705 -2.548527 3.194954  0.61
F -3.288896 -3.119681 3.724893  -0.21
F -5.408025 -2.689533 4.151828  -0.22
F -4.825915 -3.271956 2.119313  -0.23
C 2.770347 3.498642 -0.508298  -0.14
O 2.685282 4.411479 -1.277967  -0.56
N 3.228012 2.196286 -1.038531  0.12
C 2.165103 1.144231 -0.972052  -0.39
C 2.034907 0.530231 -2.450712  0.04
C 0.474430 0.386271 -2.714161  0.36
N -0.415173 -0.227532 -1.766305  -0.37
O 0.018126 0.786571 -3.768786  -0.62
C 4.353001 1.917334 -0.134376  -0.22
O 5.460755 1.567049 -0.392006  -0.54
H 3.369702 0.533889 7.012005  0.40
H 5.387616 0.698337 3.942332  0.56
H 5.999526 1.157960 2.317164  0.38
H 3.689409 -0.954157 2.254589  -0.02
H 5.188673 -0.656706 1.202497  0.15
H 5.234157 -1.984712 4.058671  0.31
H 6.646164 -1.146745 3.294343  0.35
H 5.981495 -2.588339 2.457909  0.30
H 1.098607 4.884390 4.825781  0.58
H 1.497814 3.347917 5.619700  -0.04
H -0.896591 3.733108 5.546457  0.54
H -1.029662 3.691045 3.764540  0.40
H 1.193790 1.671674 -0.717599  0.37
H 2.427893 0.360775 -0.205608  0.15
H 2.453927 -0.507301 -2.457529  0.26
H 2.441643 1.203891 -3.239113  0.12
H 0.017407 -0.391511 -0.855374  0.18
H -1.293563 0.284694 -1.669614  0.17
O 3.607408 -0.476056 -4.452805  -0.51
H 4.120283 -0.125297 -5.190298  0.24
H 4.107956 -1.249869 -4.168121  0.27
O -6.295919 -0.624732 -0.232035  -0.61
H -5.453054 -0.778594 0.209199  0.28
H -6.726626 0.042357 0.317732  0.33
O 3.006448 -2.676977 -6.141922  -0.62
H 3.305427 -2.810165 -7.051060  0.29
H 2.222429 -2.120948 -6.231394  0.32
O -6.323996 -0.987939 6.695513  -0.65
H -6.053012 -1.668557 7.322134  0.31
H -5.515648 -0.770009 6.220516  0.34
O -7.448213 -1.317308 -3.127673  -0.59
H -6.912047 -0.879161 -3.798558  0.31
H -7.204744 -0.869974 -2.306081  0.30
O 3.101800 -4.872120 -8.418573  -0.63
H 3.994303 -5.228420 -8.338685  0.31
H 2.539149 -5.561133 -8.039086  0.32
O 1.947322 -4.628170 -4.087201  -0.66
H 1.005549 -4.422616 -4.013600  0.33
H 2.303528 -3.911337 -4.630747  0.26
O -5.353855 2.232307 0.549955  -0.61
H -4.841827 2.597091 -0.182718  0.34
H -4.840079 1.468858 0.833641  0.27
O 7.215136 -2.595572 0.586058  -0.58
H 7.731070 -2.237484 -0.146170  0.28
H 7.709978 -3.376561 0.860894  0.29
O -7.297821 -1.483624 -6.506850  -0.62
H -7.532509 -1.413591 -5.574908  0.28
H -8.049613 -1.947990 -6.899849  0.37
O 5.197933 2.252411 8.197901  -0.55
H 6.041919 2.083591 8.633690  0.29
H 4.779242 2.923900 8.748447  0.28
O 2.038412 -7.365665 -2.926547  -0.59
H 2.205559 -7.950745 -3.676806  0.35
H 1.686463 -6.561298 -3.331928  0.31
O -10.004664 -2.919194 -6.888019  -0.64
H -10.227731 -2.841850 -5.950010  0.33
H -10.755621 -3.381765 -7.274756  0.30
O 2.385247 4.134531 7.591365  -0.57
H 2.936141 4.817685 7.991841  0.26
H 1.609964 4.093405 8.164683  0.30
O 1.890614 -8.703142 -5.669782  -0.69
H 2.239919 -8.919730 -6.543469  0.32
H 0.935732 -8.670097 -5.802040  0.28
O -3.719173 3.861236 -1.639361  -0.59
H -3.445059 3.893967 -2.562351  0.28
H -3.523466 4.746860 -1.307961  0.31
O -0.944681 10.351469 2.147127  -0.66
H -0.426728 10.727765 1.425604  0.31
H -0.443218 9.570838 2.412642  0.33
O -3.437818 6.749637 -2.409471  -0.59
H -3.061941 7.173344 -3.189348  0.29
H -4.166459 7.329240 -2.157120  0.30
O -1.616187 -2.814286 -2.859658  -0.67
H -1.074711 -2.121908 -2.450283  0.42
H -2.395193 -2.870112 -2.295276  0.28
O 2.564280 2.968924 -4.246526  -0.62
H 1.690850 3.183798 -4.596030  0.31
H 2.833153 3.767334 -3.773990  0.29
O 3.886518 -10.650038 -6.036491  -0.63
H 4.709228 -10.853965 -5.577672  0.32
H 3.471663 -9.971774 -5.485455  0.36
O -9.955252 -3.489772 -3.796022  -0.65
H -9.404490 -2.796812 -3.402703  0.32
H -10.725041 -3.535585 -3.217356  0.32
O 2.356299 -2.367749 1.443787  -0.57
H 2.682762 -2.586112 0.561818  0.29
H 1.397327 -2.348192 1.339103  0.25
O -2.817033 9.780000 -0.748099  -0.62
H -1.981112 9.590454 -0.306418  0.32
H -3.237658 10.437127 -0.181626  0.32
O 0.498839 -6.226465 -6.755741  -0.57
H -0.356328 -5.980764 -7.129273  0.29
H 0.781067 -5.438268 -6.272993  0.32
O 3.056901 -9.185654 -0.452675  -0.63
H 3.039885 -8.518111 -1.153255  0.33
H 3.920790 -9.071985 -0.041357  0.31

Atomic forces in eV per Å
0.2 -1.1 1.1
-1.5 0.9 -2.6
0.4 0.1 -0.3
-0.5 1.0 -0.8
-0.1 0.4 -0.4
0.8 -0.2 0.2
0.3 0.8 -0.1
-1.8 1.7 2.5
1.4 -1.2 0.7
2.1 -1.7 0.2
-0.3 0.1 -0.8
0.2 -1.1 1.8
1.5 1.0 0.7
-0.5 1.7 -1.0
1.8 -0.1 -0.7
0.2 -1.6 1.2
-1.9 -0.8 -0.4
1.2 -0.3 -1.2
-0.4 -0.6 0.6
0.3 0.4 0.7
0.4 0.7 1.2
0.8 -0.1 -1.7
-1.6 0.9 -0.8
1.0 -0.6 -1.0
0.3 -0.6 1.5
-1.8 0.6 0.5
1.9 -0.6 0.8
-1.1 1.2 1.1
-0.8 0.9 -1.6
-1.2 -0.6 0.9
0.2 0.7 -1.8
1.1 -1.5 -0.4
-1.6 1.0 -0.5
0.4 -0.6 1.9
1.8 -0.7 -0.3
-1.4 -1.7 1.2
-1.1 1.0 -1.0
1.7 0.3 -1.4
1.0 1.4 1.1
-0.6 -0.6 -0.6
-0.2 0.0 1.1
1.3 0.3 0.4
0.1 0.2 -1.3
-2.1 -0.7 1.9
0.4 0.2 -1.2
1.3 0.5 0.3
0.0 -0.1 0.9
-1.9 0.2 1.6
-0.6 0.0 0.0
0.1 1.2 -1.2
-0.7 0.2 -1.0
-1.0 -0.3 0.6
1.4 0.5 0.1
-0.7 -0.1 1.0
0.3 0.2 -1.0
-0.9 -0.7 -0.2
-0.6 0.8 0.7
0.0 -1.3 -0.5
-0.1 0.4 -1.4
0.4 -0.7 -1.0
0.6 -0.7 0.6
1.1 -0.7 0.1
-0.5 0.8 -0.6
-0.1 1.0 -0.1
-0.3 -0.8 0.9
-0.2 0.2 -0.3
0.3 -0.3 -0.3
0.5 0.0 -0.2
-0.1 0.0 0.0
-0.1 0.0 -0.2
-0.1 0.0 0.1
-0.2 -0.1 -0.2
0.0 0.1 -0.2
-0.2 0.0 -0.2
-0.1 -0.4 0.1
0.2 0.2 0.1
0.1 -0.1 0.1
-0.1 0.1 -0.1
-0.1 0.0 0.0
-0.1 0.1 -0.1
0.1 0.0 0.2
0.1 -0.1 0.2
0.1 -0.1 0.1
-0.1 0.0 0.0
-0.1 0.1 0.0
-0.5 0.1 -0.1
0.1 0.1 0.2
0.3 0.0 -0.2
0.1 -0.2 0.2
0.0 0.2 -0.2
0.0 0.1 0.0
0.3 -0.1 -0.3
-0.1 0.0 0.1
-0.1 0.1 0.0
0.0 0.1 0.1
-0.1 -0.1 -0.2
0.0 0.0 0.0
0.2 0.1 0.3
-0.1 0.0 -0.1
-0.1 -0.1 -0.1
0.0 -0.2 0.0
-0.1 0.1 0.0
0.4 0.0 0.1
-0.2 0.1 0.0
0.1 -0.2 0.1
0.1 0.0 0.0
0.0 0.1 0.3
0.0 0.0 -0.1
0.1 0.0 0.0
0.0 -0.1 -0.2
0.0 0.1 0.0
0.1 0.2 0.1
0.1 -0.2 0.2
-0.1 0.0 0.1
0.0 0.0 -0.2
0.1 -0.1 -0.2
0.0 0.1 0.1
-0.1 0.0 0.0
-0.1 0.1 -0.1
0.0 0.0 0.1
0.1 0.0 0.1
0.1 -0.1 0.2
-0.1 0.1 -0.2
0.0 -0.1 -0.1
-0.1 0.5 -0.2
0.0 -0.2 0.0
0.0 -0.2 0.1
0.2 0.2 0.2
-0.1 -0.1 -0.1
-0.1 -0.3 0.1
-0.1 0.3 0.1
0.2 -0.1 -0.1
0.1 0.0 -0.1
-0.4 0.0 -0.4
0.1 -0.1 0.1
0.1 -0.1 0.1
0.0 0.1 0.0
-0.2 -0.1 0.0
0.1 -0.1 0.0
-0.1 0.2 -0.1
0.1 0.0 0.0
0.1 -0.2 0.1
0.3 0.1 -0.1
-0.3 0.0 0.0
-0.1 -0.1 0.0


# C26H71BNO8

A 9-piece molecular cluster, C26H71BNO8 overall (the ωB97M-V functional and the def2-TZVPD basis, OMol25).

LUMO energy = 1.827 eV
HOMO level = -4.7 eV
gap between HOMO and LUMO = 6.54 eV
total charge = -1
E = -46660.1260 eV

Each line ends with the Mulliken charge.
Positions of all 107 atoms, in Å:
B 3.492292 1.485729 -6.741981  0.31
C 2.049702 0.920103 -7.383024  -0.74
C 0.959278 1.776327 -6.893815  0.06
N -0.073724 1.470256 -6.198890  -0.73
H 3.326395 1.784957 -5.556686  -0.23
H 3.801869 2.518008 -7.348493  -0.23
H 4.354654 0.637131 -6.821656  -0.31
H 2.094620 1.009177 -8.474335  0.21
H 1.872467 -0.125123 -7.103498  0.23
H 1.077921 2.838010 -7.135533  0.35
H -0.060791 0.459728 -6.035671  0.19
C 6.738732 -2.150882 -5.903596  -1.26
C 6.791453 -2.005946 -7.418579  0.36
C 8.207667 -2.195523 -7.950175  -1.25
O 6.255175 -0.758634 -7.813955  -0.51
H 7.356489 -1.381707 -5.431482  0.33
H 5.717545 -2.014402 -5.549651  0.32
H 7.102166 -3.130045 -5.581610  0.40
H 6.135415 -2.751753 -7.874021  0.22
H 8.869202 -1.429963 -7.534304  0.33
H 8.222628 -2.095404 -9.036140  0.31
H 8.609059 -3.175873 -7.682824  0.37
H 6.768295 -0.047416 -7.415222  0.33
C -1.206047 1.758922 -2.406046  -0.98
C 0.134163 2.427540 -2.143793  0.93
C 0.062440 3.926828 -2.399193  -1.34
O 1.156885 1.831632 -2.925531  -0.59
H -1.492582 1.873381 -3.455584  0.50
H -1.137902 0.688619 -2.200954  0.28
H -1.984012 2.183573 -1.772892  -0.09
H 0.425149 2.254589 -1.103472  -0.04
H -0.191689 4.114359 -3.445829  0.42
H 1.027549 4.394655 -2.200825  0.38
H -0.694258 4.397661 -1.765486  0.17
H 0.914123 1.965163 -3.852216  0.25
C -0.571160 1.403319 2.230627  -0.51
C -0.887252 2.787439 1.693743  0.32
C -1.299561 3.730667 2.809223  -1.48
O -1.899404 2.702506 0.685409  -0.25
H -1.446462 0.963425 2.716493  0.30
H -0.275802 0.740713 1.418840  -0.27
H 0.236009 1.440731 2.963695  0.39
H -0.009843 3.182767 1.177685  0.23
H -2.202688 3.355402 3.300115  0.32
H -1.522099 4.727626 2.424855  0.40
H -0.515993 3.804435 3.561434  0.35
H -2.702358 2.363970 1.098941  0.28
C 0.157708 -4.099725 2.267773  -1.17
C -0.280859 -2.696174 1.885884  0.48
C 0.512738 -2.167367 0.703322  -1.16
O -0.170401 -1.810106 3.009030  -0.36
H 1.210544 -4.101188 2.566655  0.34
H -0.428272 -4.470635 3.110710  0.21
H 0.030889 -4.791732 1.436672  0.30
H -1.344035 -2.703149 1.638945  0.16
H 1.576285 -2.113404 0.953081  0.33
H 0.184836 -1.167707 0.423770  0.09
H 0.401186 -2.818945 -0.163709  0.41
H 0.760328 -1.767467 3.257445  0.23
C 1.050624 1.797574 7.404310  -1.23
C 0.727191 3.211019 6.944056  0.40
C 0.346686 4.111464 8.109328  -1.38
O -0.305514 3.191012 5.963632  -0.40
H 0.174962 1.346837 7.880563  0.30
H 1.323579 1.172997 6.553786  0.26
H 1.872224 1.792255 8.122658  0.42
H 1.593817 3.631889 6.430542  0.28
H -0.547356 3.725720 8.607817  0.36
H 0.124737 5.118611 7.756550  0.33
H 1.150076 4.167868 8.845592  0.38
H -1.095320 2.815931 6.369724  0.29
C -0.953694 -2.266145 7.262389  -1.05
C -2.204872 -1.891708 6.479641  0.47
C -3.005922 -3.124114 6.083918  -1.21
O -1.868010 -1.123515 5.334954  -0.42
H -0.298373 -2.888072 6.646018  0.28
H -0.397446 -1.370781 7.542100  0.12
H -1.200172 -2.822382 8.168863  0.40
H -2.830343 -1.237746 7.092423  0.29
H -2.405548 -3.768576 5.435512  0.21
H -3.899862 -2.834701 5.531314  0.31
H -3.307027 -3.703077 6.959149  0.40
H -1.310706 -1.668264 4.759422  0.28
C -3.061161 -6.149998 -0.821702  -1.23
C -1.808113 -6.965211 -0.545986  0.49
C -2.007345 -8.437400 -0.868675  -1.35
O -1.390142 -6.799541 0.809628  -0.49
H -3.887007 -6.503180 -0.196969  0.33
H -2.892228 -5.098311 -0.590563  0.28
H -3.364359 -6.231187 -1.866142  0.37
H -0.983117 -6.572496 -1.142813  0.27
H -2.803279 -8.856387 -0.245876  0.35
H -1.094896 -8.999459 -0.669670  0.33
H -2.283100 -8.578384 -1.914493  0.37
H -2.091563 -7.132858 1.380200  0.31
C -4.893960 3.760575 -1.360135  -0.90
C -4.558734 5.192365 -0.970224  0.40
C -3.797036 5.907323 -2.075823  -1.03
O -3.822541 5.220344 0.249624  -0.56
H -3.976574 3.194065 -1.536255  0.00
H -5.446496 3.267141 -0.558949  0.28
H -5.494619 3.727199 -2.270611  0.43
H -5.482154 5.735572 -0.755251  0.30
H -2.851065 5.396842 -2.273720  0.08
H -3.570359 6.932556 -1.781387  0.30
H -4.371170 5.928106 -3.003620  0.41
H -2.999370 4.729156 0.111470  0.28

Atomic forces in eV per Å
-0.2 0.3 0.1
0.1 0.1 0.2
-0.1 -0.1 -0.1
0.1 0.1 0.3
0.0 -0.1 0.0
0.1 -0.1 0.0
0.1 0.0 -0.1
0.1 -0.1 0.0
-0.1 0.0 -0.1
0.0 0.0 0.0
0.0 0.0 0.0
-0.1 0.0 0.0
0.2 0.2 0.2
0.0 0.0 -0.1
0.2 -0.3 -0.4
0.0 0.0 0.0
0.0 0.0 0.0
0.0 0.0 0.0
0.0 0.0 0.0
0.0 0.0 0.0
0.0 0.0 0.0
0.0 0.0 0.0
-0.2 0.1 0.1
-0.1 -0.1 -0.1
-0.1 0.0 -0.1
0.1 0.0 0.0
-0.1 0.1 0.2
0.1 0.1 0.0
0.0 0.0 0.0
0.0 0.0 0.0
0.0 0.0 0.0
0.0 0.0 0.0
0.0 0.0 0.0
0.0 0.0 0.0
0.2 -0.1 -0.3
0.0 0.0 -0.1
0.0 -0.1 0.2
0.0 0.1 -0.1
-0.1 0.2 -0.1
0.0 0.0 0.1
0.0 0.0 0.0
0.0 0.0 0.0
0.0 0.0 -0.1
0.0 0.0 0.0
0.0 0.0 0.0
0.0 0.0 0.0
0.0 0.0 0.0
-0.1 0.0 0.1
0.2 -0.1 -0.1
0.0 0.1 0.0
-0.1 -0.1 0.1
0.0 0.0 -0.1
0.0 0.0 0.0
0.0 0.0 0.0
0.0 0.1 0.0
0.0 0.0 0.0
0.0 0.0 0.0
0.0 0.0 0.0
0.0 0.1 -0.1
0.0 0.0 -0.1
-0.1 -0.1 0.2
0.0 0.1 0.0
0.1 0.1 0.0
0.0 0.0 0.0
0.0 0.0 0.0
0.0 0.0 0.0
0.0 0.0 0.0
0.0 0.0 0.0
0.0 0.0 0.0
0.0 0.0 0.0
0.0 0.0 -0.1
0.0 0.1 0.0
0.1 -0.1 -0.1
-0.1 0.0 0.0
0.0 0.0 0.2
0.0 0.0 0.0
0.0 0.0 0.0
0.0 0.0 0.0
0.0 0.0 0.0
0.0 0.0 0.0
0.0 0.0 0.0
0.0 0.0 0.0
0.0 0.2 -0.3
0.0 0.1 0.0
-0.2 -0.1 0.0
0.1 0.0 0.0
0.1 0.0 0.0
0.0 0.0 0.0
0.0 0.0 0.0
0.0 0.0 0.0
0.0 0.0 0.0
0.0 0.0 0.0
0.0 0.0 0.0
0.0 0.0 0.0
0.0 0.0 0.0
0.0 0.0 0.1
0.1 -0.1 -0.1
0.0 0.1 0.0
0.0 0.0 0.0
0.0 0.0 0.0
0.0 0.0 0.0
0.0 0.0 0.0
0.0 0.0 0.0
0.0 0.0 0.0
0.0 0.0 0.0
0.0 0.0 0.0
0.0 -0.1 0.1